This record from the OMol25 dataset describes a single C5H9NO molecule. The level of theory is the ωB97M-V functional and the def2-TZVPD basis.

The value obtained for the orbital gap is 7.404 eV. Its multiplicity is 1.

Element x y z (Å)
C  -0.55538  2.05539  0.57029
C  0.65909  0.51470  -0.92052
C  0.38482  -0.71177  -0.08729
C  1.52197  -1.26938  0.67281
C  -1.89132  -0.87360  -0.52511
N  0.12285  1.74271  -0.43427
O  -0.77948  -1.19823  0.10040
H  -0.78405  3.03656  0.77914
H  1.70581  0.50942  -0.80759
H  0.34434  0.33156  -2.01542
H  1.12724  -1.88325  1.62568
H  2.15187  -0.42781  0.90268
H  2.11063  -2.15426  0.24631
H  -1.95589  -0.06929  -1.34330
H  -1.38765  1.49336  1.14606
H  -2.77483  -1.09609  0.09014